ORCA calculation (the ωB97M-V functional and the def2-TZVPD basis) on a structure of composition C16H13CaCl4N4O5.

- HOMO level (spin up / spin down): 1.4 / -1.0 eV
- Expectation value of S²: 0.763
- Energy above the lowest of the compared OMol25 structures with the same formula, charge and spin: 38.3 kcal/mol

ORCA input file:
```
! wB97M-V def2-TZVPD RIJCOSX def2/J DEFGRID3
* xyz -2 2
Ca 0.0183 -0.1337 0.4603
N -0.0525 0.0009 2.7997
C 1.1569 0.7501 3.0632
C 2.3156 0.1332 2.2201
O 3.3948 -0.0526 2.7941
O 2.0347 -0.1193 1.0311
H -0.8509 0.3909 3.2834
H 0.0537 -0.9708 3.0670
H 1.4508 0.7609 4.1312
H 1.0041 1.7734 2.7104
Cl -0.1143 5.8533 -2.8280
C -0.1789 4.1549 -2.4810
C -0.1929 3.2344 -3.5045
Cl -0.1346 3.7574 -5.1572
C -0.2374 1.8713 -3.1896
Cl -0.2787 0.7019 -4.4770
C -0.2428 1.3849 -1.8839
O -0.2730 0.1398 -1.5943
C -0.2212 2.3563 -0.8014
O -0.2266 1.9494 0.4027
C -0.2037 3.7064 -1.1582
Cl -0.2005 4.8762 0.1275
N -4.4325 -0.4878 0.2355
C -4.4654 0.5375 1.1702
C -3.1636 0.7141 1.5644
N -2.3483 -0.1324 0.9012
C -3.1061 -0.8315 0.0927
H -5.1882 -0.7506 -0.3725
H -5.3855 1.0012 1.4674
H -2.7765 1.4260 2.2679
H -2.7590 -1.5958 -0.5694
O -0.1099 -2.2741 0.7472
N 0.9854 -2.6820 0.1326
C 2.0668 -3.1102 0.8606
C 3.2117 -3.5230 0.2533
C 3.3272 -3.5097 -1.1497
C 2.2398 -2.9683 -1.8695
C 1.1085 -2.5737 -1.2264
H 1.9469 -3.0668 1.9331
H 4.0429 -3.8599 0.8580
H 4.2305 -3.8320 -1.6438
H 2.3020 -2.8516 -2.9428
H 0.2514 -2.1495 -1.7243
*
```

---

ORCA calculation (the ωB97M-V functional and the def2-TZVPD basis) on a structure of composition C16H13Cl2N12OPd.

- HOMO level (spin up / spin down): -12.0 / -12.5 eV
- Expectation value of S²: 6.058
- Energy above the lowest of the compared OMol25 structures with the same formula, charge and spin: 9.1 kcal/mol

ORCA input file:
```
! wB97M-V def2-TZVPD RIJCOSX def2/J DEFGRID3
* xyz 1 5
Pd -0.7664 0.6352 -0.5857
Cl 0.1000 1.1037 4.4037
C 1.2968 1.0202 3.2060
C 2.6352 1.0969 3.5389
C 3.6068 1.0449 2.5561
Cl 5.2406 1.1517 3.0166
C 3.2699 0.9011 1.1628
C 4.2116 0.8759 0.1221
C 3.7772 0.7315 -1.1707
C 2.4091 0.5996 -1.4138
N 1.5110 0.6223 -0.4477
C 1.9220 0.7882 0.8192
C 0.8756 0.8789 1.8362
O -0.3310 0.8496 1.5250
H 2.9199 1.2031 4.5767
H 5.2641 0.9800 0.3479
H 4.4735 0.7235 -1.9968
H 2.0367 0.4777 -2.4229
N -3.2309 3.2610 -0.5930
C -3.6905 1.9958 -0.6170
N -4.9943 1.6896 -0.5325
N -5.0237 0.3791 -0.5828
N -3.7816 -0.1077 -0.6895
N -2.9300 0.8946 -0.7166
C -1.9226 3.6281 -0.6151
N -1.5109 4.8849 -0.4405
N -0.1949 4.8069 -0.4841
N 0.1828 3.5530 -0.7113
N -0.8959 2.7924 -0.7895
H -3.9196 4.0017 -0.4938
C -0.3039 -4.5667 -2.7898
C -0.5623 -3.5975 -1.6862
C -0.9257 -3.7751 -0.3733
C -1.0651 -2.4876 0.1753
N -0.7856 -1.5739 -0.7470
N -0.4773 -2.2642 -1.8685
C -1.4901 -2.1231 1.5580
H -0.4251 -5.5838 -2.4272
H 0.7106 -4.4609 -3.1768
H -1.0010 -4.4143 -3.6150
H -1.1005 -4.7131 0.1276
H -0.3074 -1.7865 -2.7355
H -2.2525 -2.8186 1.9059
H -1.9041 -1.1193 1.5904
H -0.6503 -2.1788 2.2545
*
```

---

ORCA calculation (the ωB97M-V functional and the def2-TZVPD basis) on a structure of composition C16H13Cl3F4N2OPt.

- HOMO level: -7.6 eV
- Energy above the lowest of the compared OMol25 structures with the same formula, charge and spin: 23.7 kcal/mol

ORCA input file:
```
! wB97M-V def2-TZVPD RIJCOSX def2/J DEFGRID3
* xyz 0 1
Pt -0.0295 0.0297 0.0797
C 0.2938 -2.3663 -1.4728
N 0.2572 -1.9431 -0.0565
C 1.5136 -2.3160 0.6291
C -0.9702 -2.5268 0.5912
C -1.3374 -1.8316 1.8813
N -1.2450 -0.4105 1.6183
C -1.7025 0.5524 2.4210
C -1.6308 1.8768 1.9453
F -1.0641 2.0525 0.6999
C -2.0566 2.9658 2.6598
F -1.9432 4.1847 2.1147
C -2.6008 2.8218 3.9250
C -2.6675 1.5345 4.4267
F -3.1628 1.3341 5.6551
C -2.2318 0.4315 3.7196
F -2.3026 -0.7800 4.3153
H 0.3885 -3.4543 -1.5232
H 1.1494 -1.9018 -1.9557
H -0.6175 -2.0478 -1.9711
H 1.6508 -3.3997 0.5754
H 1.4657 -1.9975 1.6675
H 2.3346 -1.8004 0.1364
H -0.8339 -3.6036 0.7275
H -1.7748 -2.3665 -0.1256
H -0.6748 -2.1412 2.7007
H -2.3467 -2.1498 2.1634
H -2.9419 3.6717 4.4943
Cl 2.5848 2.4170 -6.3980
C 2.3055 1.8008 -4.7989
C 1.0183 1.7511 -4.2999
C 0.8216 1.2575 -3.0223
Cl -0.7975 1.1758 -2.3990
C 1.8635 0.8069 -2.1948
O 1.7113 0.3449 -0.9791
C 3.1495 0.8738 -2.7676
Cl 4.4856 0.3063 -1.8223
C 3.3765 1.3612 -4.0387
H 0.1797 2.0899 -4.8897
H 4.3821 1.3959 -4.4319
*
```

---

In order of appearance, max |F| = 0.039; 0.010; 0.024 hartree/bohr.